{"formula": "C45H57FeN8O3S2Sb", "method": "ωB97M-V/def2-TZVPD", "symbols": ["Fe", "O", "C", "N", "C", "C", "C", "C", "C", "C", "N", "C", "C", "C", "C", "C", "N", "H", "H", "H", "H", "H", "H", "H", "H", "H", "H", "C", "C", "C", "C", "C", "C", "C", "N", "C", "C", "C", "C", "C", "C", "C", "N", "C", "C", "C", "C", "H", "H", "H", "H", "H", "H", "H", "H", "H", "H", "H", "H", "H", "H", "H", "H", "H", "H", "H", "H", "H", "H", "H", "H", "C", "C", "Sb", "C", "C", "C", "C", "H", "H", "H", "H", "H", "H", "H", "H", "H", "H", "H", "H", "H", "H", "H", "N", "C", "C", "C", "C", "C", "C", "S", "O", "O", "N", "C", "S", "C", "C", "N", "H", "H", "H", "H", "H", "H", "H", "H"], "xyz": [[-0.2418, 0.7865, -0.3573], [-3.9621, 2.0198, 0.1300], [-2.9432, 1.3424, 0.0497], [-1.6811, 1.8177, 0.0538], [-1.4495, 3.2248, -0.0559], [-0.7295, 3.4731, -1.3461], [-0.7826, 4.6804, -2.0341], [-0.1314, 4.7784, -3.2495], [0.5462, 3.6705, -3.7433], [0.5668, 2.5221, -2.9734], [-0.0506, 2.4311, -1.8040], [-2.9647, -0.1292, -0.1219], [-4.1342, -0.8121, -0.3980], [-4.0752, -2.1668, -0.6927], [-2.8239, -2.7844, -0.6982], [-1.7089, -2.0454, -0.3751], [-1.7570, -0.7344, -0.0917], [-2.3894, 3.7907, -0.0156], [-0.7911, 3.5306, 0.7668], [-1.3313, 5.5126, -1.6235], [-0.1554, 5.7024, -3.8046], [1.0418, 3.7011, -4.6999], [1.0650, 1.6216, -3.3043], [-5.0670, -0.2710, -0.3968], [-4.9666, -2.7276, -0.9161], [-2.7281, -3.8309, -0.9406], [-0.7237, -2.4898, -0.3575], [3.1719, -4.9091, -1.9219], [3.9534, -3.5860, -1.8987], [4.5268, -3.2987, -3.2944], [5.1117, -3.7378, -0.9100], [2.9986, -2.4759, -1.5102], [3.1489, -1.6950, -0.3474], [2.2079, -0.7353, -0.0539], [1.1374, -0.4716, -0.8004], [0.9631, -1.2116, -1.9384], [1.8990, -2.2001, -2.2917], [-0.2167, -0.9410, -2.6948], [-0.6563, -1.7058, -3.7936], [-1.8168, -1.3934, -4.4595], [-2.5333, -0.2675, -3.9906], [-2.0619, 0.4325, -2.9094], [-0.9445, 0.1209, -2.2596], [-2.3440, -2.1833, -5.6408], [-3.7399, -2.7189, -5.2903], [-1.4410, -3.3649, -6.0068], [-2.4407, -1.2464, -6.8524], [3.8322, -5.7217, -2.2128], [2.3457, -4.8774, -2.6277], [2.7732, -5.1286, -0.9334], [5.2669, -4.0529, -3.5498], [5.0091, -2.3234, -3.3187], [3.7529, -3.3195, -4.0577], [5.7562, -4.5524, -1.2314], [4.7432, -3.9812, 0.0840], [5.7156, -2.8349, -0.8642], [3.9803, -1.8316, 0.3205], [2.3199, -0.1406, 0.8437], [1.7396, -2.7517, -3.2020], [-0.0750, -2.5582, -4.0954], [-3.4401, 0.0604, -4.4711], [-2.5935, 1.2989, -2.5360], [-3.6955, -3.3513, -4.4057], [-4.1278, -3.3118, -6.1145], [-4.4391, -1.9094, -5.0983], [-1.3942, -4.0886, -5.1956], [-0.4350, -3.0299, -6.2503], [-1.8408, -3.8714, -6.8819], [-3.1195, -0.4207, -6.6601], [-2.8094, -1.7932, -7.7158], [-1.4619, -0.8401, -7.0958], [-2.1948, 2.9488, 3.3490], [-2.4421, 1.4624, 3.3523], [-0.8467, 0.0890, 2.2968], [-2.4675, -1.4671, 2.7770], [-2.5731, -2.0172, 4.1847], [0.6050, -1.8785, 2.6179], [0.9807, -2.1002, 4.0499], [-2.8677, 3.4236, 4.0662], [-2.4045, 3.3763, 2.3729], [-1.1706, 3.1744, 3.6426], [-3.3868, 1.2178, 2.8654], [-2.3853, 1.0462, 4.3594], [-2.3201, -2.2670, 2.0553], [-3.3779, -0.9452, 2.4932], [-1.9597, -2.9073, 4.2979], [-3.6075, -2.2875, 4.4028], [-2.2586, -1.2793, 4.9222], [1.4651, -1.6829, 1.9834], [-0.0216, -2.6691, 2.2037], [1.7238, -1.3754, 4.3686], [1.4044, -3.1011, 4.1609], [0.1233, -2.0240, 4.7120], [1.9497, 5.8049, 8.0110], [1.7643, 4.8170, 7.1021], [1.4511, 3.5132, 7.5165], [1.2480, 2.5098, 6.5937], [1.3421, 2.7856, 5.2374], [1.6358, 4.0714, 4.8112], [1.8457, 5.0790, 5.7272], [1.1972, 1.4811, 4.0429], [2.4322, 0.7607, 3.9165], [0.0525, 0.6400, 4.4213], [0.7647, 2.1108, 2.6212], [1.6589, 2.2216, 1.6580], [3.3321, 2.6729, 1.9571], [3.6114, 2.5862, 0.2527], [2.4893, 2.2105, -0.3919], [1.3889, 1.9953, 0.3901], [2.0074, 5.5783, 8.9871], [2.2594, 6.7140, 7.7171], [1.3823, 3.3047, 8.5733], [1.0157, 1.5052, 6.9104], [1.7029, 4.2828, 3.7558], [2.0962, 6.0741, 5.3914], [4.5784, 2.8036, -0.1519], [2.4182, 2.0462, -1.4495]], "spin_multiplicity": 6, "homo_lumo_gap_ev": [5.356, 5.556], "s_squared": 8.817, "e_above_lowest_kj_mol": 366.9, "lumo_ev": [-3.21, -3.42], "charge": 1}


{"formula": "C8H16CaF9O14S3", "method": "ωB97M-V/def2-TZVPD", "symbols": ["Ca", "C", "F", "F", "F", "S", "O", "O", "O", "C", "F", "F", "F", "S", "O", "O", "O", "C", "F", "F", "F", "S", "O", "O", "O", "C", "O", "H", "H", "H", "H", "C", "C", "O", "O", "H", "H", "H", "H", "H", "H", "C", "C", "O", "O", "H", "H", "H", "H", "H", "H"], "xyz": [[-20.9051, 14.0556, 12.5418], [-17.6013, 10.2502, 13.4093], [-16.2746, 10.4474, 13.6901], [-17.8397, 9.0312, 12.9424], [-18.3512, 10.4845, 14.5426], [-18.1691, 11.5775, 12.0967], [-19.2548, 12.3523, 12.6946], [-17.0161, 12.4056, 11.6995], [-18.6619, 10.8148, 10.9876], [-22.8238, 12.8281, 8.2360], [-23.1602, 14.0650, 8.6992], [-23.8994, 12.1841, 7.7660], [-21.9507, 12.8706, 7.2327], [-22.0440, 11.9229, 9.7721], [-21.0396, 10.9536, 9.2946], [-21.3801, 12.8862, 10.6412], [-23.1224, 11.1835, 10.5472], [-17.7047, 15.4316, 9.0505], [-17.9498, 16.6818, 9.3359], [-17.4096, 15.1740, 7.7438], [-16.6902, 15.1571, 9.8381], [-19.1825, 14.3313, 9.4847], [-18.9518, 12.9169, 9.2485], [-19.4094, 14.6568, 10.8904], [-20.2480, 14.8490, 8.6540], [-18.7407, 16.5558, 12.9062], [-19.2695, 15.3908, 13.5084], [-18.1568, 16.9969, 13.7141], [-18.0832, 16.3493, 12.0617], [-19.5127, 17.1568, 12.4257], [-18.6013, 14.9545, 14.0421], [-21.9717, 12.1053, 14.9599], [-23.2786, 12.5836, 14.1921], [-22.8957, 12.8385, 12.8881], [-21.0199, 13.1308, 14.8867], [-21.4974, 11.2079, 14.5626], [-22.0003, 11.9886, 16.0433], [-23.6106, 13.5112, 14.6586], [-24.1009, 11.8683, 14.1806], [-23.2464, 12.1279, 12.3463], [-20.4426, 12.9345, 15.6282], [-23.3440, 16.4510, 13.2820], [-22.5232, 16.8282, 12.0887], [-22.0505, 15.7560, 11.2720], [-22.3424, 15.6794, 14.0644], [-24.0931, 15.6949, 13.0467], [-23.7651, 17.2858, 13.8422], [-21.6650, 17.4231, 12.4015], [-23.1123, 17.5414, 11.5121], [-22.3300, 15.9311, 10.3704], [-22.3969, 15.9930, 14.9701]], "homo_lumo_gap_ev": 7.048, "e_above_lowest_kj_mol": 161.7, "lumo_ev": 1.44, "charge": -1}